Computed, not measured: a single C5H9Cl molecule at a distorted geometry, with the ωB97M-V functional and the def2-TZVPD basis.

Each line ends with the Mulliken charge.
Element x y z (Å)
C -2.14 1.16 0.91  -1.089
C -1.01 0.18 0.82  0.109
C 0.13 0.41 0.12  -0.403
C 1.27 -0.65 0.02  0.240
C 1.55 -0.97 -1.46  -1.179
Cl 2.73 -0.02 0.79  -0.204
H -2.41 1.39 1.96  0.295
H -1.84 2.05 0.35  0.281
H -3.07 0.74 0.54  0.287
H -1.18 -0.83 1.27  0.232
H 0.28 1.39 -0.41  0.169
H 0.93 -1.52 0.60  0.263
H 1.79 -0.11 -2.11  0.325
H 2.29 -1.77 -1.50  0.349
H 0.67 -1.45 -1.90  0.325

## Properties
Structure (SMILES): C/C=C/[C@@H](C)Cl
Relative energy (zero: lowest compared OMol25 entry of this formula, charge and spin) (eV): 0.468
Kohn-Sham gap (eV): 10.58
Spin multiplicity: 1
HOMO energy (eV): -9.47